Density functional theory data (ωB97M-V with the def2-TZVPD basis set) for 2 unconnected molecules or ions with the total composition CClNO2S in a non-equilibrium geometry.

Geometry as XYZ:
```
6
Properties=species:S:1:pos:R:3:forces:R:3
C 0.56348 1.57642 0.61910 0.313 -0.110 0.340
N 1.32444 1.41933 1.45958 0.452 -0.108 0.495
O 0.29568 -1.11515 -1.36733 -0.035 -0.689 0.018
O -1.27439 -1.57567 0.43330 0.098 -0.460 -0.150
S -0.41009 -2.09513 -0.58744 -0.013 1.037 0.121
Cl -0.49912 1.79021 -0.55721 -0.815 0.330 -0.825
```
Positions in Å, forces in eV/Å.

Values from the calculation:
- E_tot (eV) = -29978.261
- charge = 0
- gap between HOMO and LUMO (Ha) = 0.370
- ΔE to the lowest compared entry with this formula, charge and spin (kJ/mol) = 0.0

***

Density functional theory data (ωB97M-V with the def2-TZVPD basis set) for a single C3H5NO2 molecule.

Geometry as XYZ:
```
11
Properties=species:S:1:pos:R:3:forces:R:3
H 0.19786 -0.84223 2.72936 -0.107 0.295 0.072
N -0.34365 0.03054 2.78632 0.002 -0.082 -0.564
C -0.49273 0.52135 1.63721 -0.079 0.067 0.435
O 0.04236 -0.08110 0.52078 0.029 -0.068 0.042
C -0.00962 0.51843 -0.71648 -0.058 0.260 -0.167
C 0.67013 -0.41316 -1.68217 0.000 -0.017 -0.063
O -0.50604 1.58934 -0.93194 0.218 -0.564 0.213
H -1.05557 1.43279 1.44867 0.130 -0.080 -0.034
H 1.71657 -0.52414 -1.37540 -0.185 0.028 -0.095
H 0.20049 -1.39645 -1.58286 0.105 0.117 -0.112
H 0.61404 -0.06036 -2.71347 -0.056 0.043 0.273
```
Positions in Å, forces in eV/Å.

Values from the calculation:
- SMILES = [H]/N=C\OC(C)=O
- E_tot (eV) = -8776.995
- charge = 0
- gap between HOMO and LUMO (Ha) = 0.421
- ΔE to the lowest compared entry with this formula, charge and spin (kJ/mol) = 67.5

***

Density functional theory data (ωB97M-V with the def2-TZVPD basis set) for 3 unconnected molecules or ions with the total composition C2H12N2O2 in a non-equilibrium geometry.

Geometry as XYZ:
```
18
Properties=species:S:1:pos:R:3:forces:R:3
N 2.20350 -0.10270 -0.39087 0.299 0.278 0.493
C 0.79037 0.15125 -0.42315 -0.442 -0.417 0.131
C -0.01512 -0.67190 -1.41833 -0.622 -0.067 -0.342
N -1.44073 -0.32911 -1.30659 0.701 -0.220 0.718
H 2.74908 0.34734 -1.09940 0.038 -0.042 -0.297
H 2.49535 -1.05366 -0.23514 -0.154 -0.027 -0.122
H 0.61106 1.20663 -0.61601 0.172 0.263 -0.206
H 0.34252 -0.01882 0.55960 0.149 -0.072 0.099
H 0.36336 -0.53250 -2.44301 0.158 -0.026 0.155
H 0.06179 -1.73927 -1.17953 0.206 0.115 -0.011
H -1.59897 0.63507 -1.53545 -0.251 0.181 -0.321
H -2.01957 -0.94804 -1.84168 -0.241 0.067 -0.308
O -0.23991 -1.34702 2.78286 0.101 -0.372 -0.449
H -1.07019 -1.47494 2.30772 -0.038 0.162 0.134
H 0.38503 -1.86392 2.25217 -0.069 0.198 0.307
O -1.11745 2.67688 1.90218 0.214 -0.043 -0.385
H -1.98661 2.66279 1.49009 -0.020 -0.021 0.040
H -0.51351 2.40189 1.19453 -0.200 0.043 0.366
```
Positions in Å, forces in eV/Å.

Values from the calculation:
- SMILES = NCCN.O.O
- E_tot (eV) = -9343.424
- charge = 0
- gap between HOMO and LUMO (Ha) = 0.364
- ΔE to the lowest compared entry with this formula, charge and spin (kJ/mol) = 75.1

***

Which value of ΔE to the lowest compared entry with this formula, charge and spin does entry 1 give? 0.0 kJ/mol

***

E_tot of number 2 (C3H5NO2)? -8776.995 eV

***

Please write out number 3 again, unchanged.
Density functional theory data (ωB97M-V with the def2-TZVPD basis set) for 3 unconnected molecules or ions with the total composition C2H12N2O2 in a non-equilibrium geometry.

Geometry as XYZ:
```
18
Properties=species:S:1:pos:R:3:forces:R:3
N 2.20350 -0.10270 -0.39087 0.299 0.278 0.493
C 0.79037 0.15125 -0.42315 -0.442 -0.417 0.131
C -0.01512 -0.67190 -1.41833 -0.622 -0.067 -0.342
N -1.44073 -0.32911 -1.30659 0.701 -0.220 0.718
H 2.74908 0.34734 -1.09940 0.038 -0.042 -0.297
H 2.49535 -1.05366 -0.23514 -0.154 -0.027 -0.122
H 0.61106 1.20663 -0.61601 0.172 0.263 -0.206
H 0.34252 -0.01882 0.55960 0.149 -0.072 0.099
H 0.36336 -0.53250 -2.44301 0.158 -0.026 0.155
H 0.06179 -1.73927 -1.17953 0.206 0.115 -0.011
H -1.59897 0.63507 -1.53545 -0.251 0.181 -0.321
H -2.01957 -0.94804 -1.84168 -0.241 0.067 -0.308
O -0.23991 -1.34702 2.78286 0.101 -0.372 -0.449
H -1.07019 -1.47494 2.30772 -0.038 0.162 0.134
H 0.38503 -1.86392 2.25217 -0.069 0.198 0.307
O -1.11745 2.67688 1.90218 0.214 -0.043 -0.385
H -1.98661 2.66279 1.49009 -0.020 -0.021 0.040
H -0.51351 2.40189 1.19453 -0.200 0.043 0.366
```
Positions in Å, forces in eV/Å.

Values from the calculation:
- SMILES = NCCN.O.O
- E_tot (eV) = -9343.424
- charge = 0
- gap between HOMO and LUMO (Ha) = 0.364
- ΔE to the lowest compared entry with this formula, charge and spin (kJ/mol) = 75.1